No. 1
{
  "formula": "C28H30BrCrGeN5O3Se",
  "method": "ωB97M-V with the def2-TZVPD basis set",
  "symbols": ["Cr", "O", "C", "N", "C", "C", "C", "C", "C", "C", "N", "C", "O", "C", "C", "C", "C", "C", "N", "C", "C", "C", "C", "C", "N", "H", "H", "H", "H", "H", "H", "H", "H", "H", "H", "H", "H", "O", "C", "C", "C", "N", "C", "Br", "C", "H", "H", "H", "H", "C", "Ge", "C", "C", "C", "Se", "C", "H", "H", "H", "H", "H", "H", "H", "H", "H", "H", "H", "H", "H", "H"],
  "xyz": [[0.122, -0.541, -0.347], [-1.556, -4.026, -1.474], [-1.302, -2.855, -1.258], [-0.725, -2.294, -0.174], [-0.424, -2.991, 1.015], [-0.818, -4.284, 1.328], [-0.504, -4.801, 2.580], [0.197, -4.044, 3.507], [0.606, -2.750, 3.201], [0.295, -2.228, 1.955], [0.686, -0.958, 1.468], [1.283, -0.003, 2.202], [1.485, 0.031, 3.406], [1.774, 1.130, 1.321], [2.609, 2.103, 1.837], [3.120, 3.063, 0.979], [2.773, 3.019, -0.363], [1.912, 2.029, -0.799], [1.414, 1.102, 0.024], [-1.702, -1.786, -2.255], [-2.645, -2.064, -3.231], [-3.079, -1.034, -4.046], [-2.545, 0.236, -3.867], [-1.586, 0.422, -2.893], [-1.166, -0.567, -2.101], [-1.353, -4.875, 0.601], [-0.813, -5.806, 2.827], [0.431, -4.456, 4.478], [1.143, -2.150, 3.918], [2.845, 2.066, 2.890], [3.787, 3.829, 1.349], [3.158, 3.739, -1.070], [1.606, 1.972, -1.835], [-3.015, -3.076, -3.313], [-3.829, -1.213, -4.804], [-2.858, 1.071, -4.476], [-1.123, 1.390, -2.752], [5.000, -3.859, -2.627], [4.002, -3.128, -2.123], [3.500, -3.273, -0.834], [2.462, -2.464, -0.439], [1.886, -1.528, -1.218], [2.406, -1.398, -2.444], [1.760, -0.039, -3.589], [3.442, -2.154, -2.945], [5.313, -4.512, -1.987], [3.897, -4.006, -0.145], [2.047, -2.576, 0.551], [3.818, -1.996, -3.943], [-3.665, 4.229, 0.636], [-1.746, 3.920, 0.725], [-0.803, 5.270, 1.761], [-0.987, 3.805, -1.081], [-1.504, 2.207, 1.685], [-1.986, 0.629, 0.661], [-2.401, -0.511, 2.174], [-3.894, 5.036, -0.057], [-4.055, 4.500, 1.616], [-4.179, 3.329, 0.296], [-0.932, 6.248, 1.300], [0.262, 5.044, 1.791], [-1.175, 5.322, 2.782], [-1.727, 4.089, -1.827], [-0.652, 2.790, -1.296], [-0.130, 4.469, -1.177], [-2.208, 2.214, 2.520], [-0.503, 2.077, 2.099], [-3.311, -0.122, 2.626], [-1.575, -0.496, 2.880], [-2.564, -1.520, 1.803]],
  "mulliken_charge": [-0.474, -0.707, -0.054, 1.291, 0.367, -0.922, -0.680, -0.789, -1.061, -0.389, 1.802, 0.217, -0.738, -0.135, -1.040, -0.538, -1.001, -0.402, 0.997, 0.367, -0.834, -0.499, -0.934, -0.313, 0.762, 0.559, 0.454, 0.446, 0.536, 0.616, 0.477, 0.515, 0.371, 0.588, 0.449, 0.502, 0.436, -0.529, 0.845, -0.976, -0.485, 0.561, -0.050, -0.082, -0.660, 0.321, 0.403, 0.535, 0.503, -1.237, 0.554, -1.165, -0.567, -1.119, 0.354, -1.182, 0.411, 0.351, 0.377, 0.388, 0.331, 0.382, 0.477, -0.531, 0.423, 0.596, 0.355, 0.517, 0.339, 0.317],
  "homo_lumo_gap_ev": [7.213, 7.080],
  "spin_multiplicity": 4,
  "charge": 1,
  "e_tot_ev": -263440.7695
}

***

No. 2
{
  "formula": "C3H6O",
  "method": "ωB97M-V with the def2-TZVPD basis set",
  "symbols": ["C", "C", "C", "H", "H", "H", "H", "H", "H", "O"],
  "xyz": [[0.714, 0.652, 0.073], [-0.820, 0.662, -0.074], [-1.391, -0.554, 0.050], [2.129, -0.723, 0.036], [0.946, 0.875, 1.125], [1.296, 1.362, -0.646], [-1.312, 1.604, -0.205], [-2.439, -0.793, 0.055], [-0.766, -1.477, -0.028], [1.141, -0.676, -0.079]],
  "mulliken_charge": [-0.176, -0.266, -0.636, 0.286, 0.242, 0.253, 0.342, 0.287, 0.171, -0.504],
  "homo_lumo_gap_ev": 10.387,
  "smiles": "C=CCO",
  "charge": 0,
  "e_tot_ev": -5254.1681
}